Entry from the Open Molecules 2025 dataset: a molecular structure, C30H31N5O3S3TeY in a non-equilibrium geometry (the ωB97M-V functional and the def2-TZVPD basis).

```
74
Properties=species:S:1:pos:R:3:forces:R:3
Y 0.109 -0.792 -0.092 -1.7 -1.1 -0.1
C 1.936 0.200 5.280 0.3 0.5 1.1
S 0.314 0.180 4.585 -0.4 0.4 -0.9
C 0.577 0.548 2.885 -0.9 0.0 -0.9
S -0.997 0.755 2.106 1.2 -0.8 -0.3
N 1.767 0.601 2.321 -0.2 -0.7 0.0
N 1.743 0.451 0.931 3.2 1.1 0.0
C 2.925 0.592 0.328 -1.2 0.6 2.7
C 3.064 0.441 -1.090 -0.2 -0.7 -2.0
C 4.249 0.642 -1.856 -0.4 0.0 0.4
C 4.194 0.389 -3.236 -1.3 0.1 0.2
C 2.954 0.004 -3.825 1.3 -0.2 -0.1
C 1.866 -0.206 -3.002 0.0 0.3 0.2
N 1.924 0.007 -1.686 0.0 -0.1 0.0
H 1.906 0.871 6.169 0.2 -0.6 -0.6
H 2.619 0.581 4.541 0.4 0.2 -0.2
H 2.230 -0.799 5.576 0.2 -0.1 0.2
H 3.812 0.856 0.928 -0.5 -0.1 -0.2
H 5.187 1.013 -1.385 -0.9 -0.4 -0.3
H 5.078 0.538 -3.849 -0.2 -0.1 0.1
H 2.851 -0.210 -4.900 0.2 0.3 0.6
H 0.897 -0.525 -3.392 0.3 0.0 0.1
C -3.350 -5.961 3.328 -0.7 -0.7 -0.9
O -3.846 -6.051 1.939 0.7 0.1 1.4
C -3.349 -5.166 1.062 -0.2 0.1 0.9
C -4.023 -5.149 -0.163 0.0 0.5 -1.6
C -3.674 -4.235 -1.139 0.5 -0.3 0.8
C -2.594 -3.315 -0.906 0.4 -0.1 1.4
C -2.154 -2.418 -1.924 0.5 0.1 0.4
C -2.967 -2.463 -3.175 0.0 1.0 -0.4
O -1.145 -1.624 -1.855 -1.0 -0.6 0.2
C -1.970 -3.341 0.414 0.8 1.3 -0.1
O -1.072 -2.436 0.784 -0.1 -0.4 -0.7
C -2.342 -4.274 1.383 -0.2 -0.7 0.0
H -3.901 -6.737 3.866 0.1 0.2 -0.2
H -3.585 -4.994 3.770 0.0 0.1 -0.2
H -2.281 -6.178 3.383 -0.1 0.0 -0.1
H -4.782 -5.905 -0.318 -0.1 0.2 -0.1
H -4.176 -4.217 -2.104 0.0 -0.2 0.5
H -3.015 -3.475 -3.550 0.0 -0.2 -0.3
H -2.536 -1.798 -3.926 -0.1 -0.1 0.1
H -3.997 -2.141 -2.942 0.4 -0.1 -0.2
H -1.848 -4.358 2.365 -0.2 0.5 -0.8
Te -0.913 2.037 -1.736 0.6 1.4 0.2
C -1.900 3.887 -2.062 -0.2 0.7 -0.6
C -1.517 4.643 -3.205 -0.1 -0.7 0.7
C -1.999 5.942 -3.343 -0.1 0.1 0.0
C -2.841 6.478 -2.362 0.0 0.5 -0.4
C -3.192 5.722 -1.252 -1.0 0.9 0.6
C -2.731 4.440 -1.074 0.7 -1.1 -0.5
C 0.519 3.214 -0.616 0.8 0.1 0.2
C 1.741 3.565 -1.238 -1.2 -0.7 0.4
C 2.793 4.027 -0.463 0.8 0.0 0.1
C 2.630 4.210 0.920 0.8 0.2 -0.1
C 1.383 4.023 1.490 -0.1 0.1 0.4
C 0.323 3.553 0.737 -0.4 -0.7 -1.1
H -0.822 4.200 -3.938 -0.5 0.3 0.4
H -1.717 6.543 -4.216 -0.1 -0.3 0.4
H -3.233 7.508 -2.470 0.3 -0.8 0.1
H -3.885 6.151 -0.501 0.6 -0.3 -0.5
H -2.966 3.852 -0.183 -0.1 0.3 -0.3
H 1.793 3.425 -2.314 0.4 -0.1 0.1
H 3.785 4.169 -0.933 -0.7 0.1 0.3
H 3.488 4.528 1.552 -0.7 -0.3 -0.6
H 1.214 4.201 2.549 0.1 0.1 -0.1
H -0.658 3.386 1.174 0.3 0.0 0.1
N 3.720 -2.983 2.064 -1.0 0.2 0.3
C 2.449 -2.929 1.584 0.7 -0.2 0.1
N 1.407 -2.958 2.424 -0.1 0.1 0.0
S 2.184 -2.875 -0.112 0.1 0.1 0.3
H 3.895 -2.992 3.076 0.0 -0.1 -0.9
H 4.491 -2.997 1.402 -0.4 0.1 0.4
H 1.472 -2.782 3.431 0.0 -0.2 -0.7
H 0.483 -3.085 1.986 0.3 0.4 0.4
```
Forces are in eV/Å.

Electronic energy in Eh: -3162.13551
Charge: +1
Relative energy (zero: lowest compared OMol25 entry of this formula, charge and spin) in kcal per mole: 0.0
Largest force on an atom in eV/A: 3.4

---

Entry from the Open Molecules 2025 dataset: 2 unconnected molecules or ions with the total composition C30H31NO2P in a non-equilibrium geometry (the ωB97M-V functional and the def2-TZVPD basis).

```
65
Properties=species:S:1:pos:R:3:forces:R:3
C 4.671 0.580 -0.851 0.2 0.0 -0.3
C 3.593 0.746 0.183 0.7 0.1 -0.1
O 2.317 0.375 -0.383 -0.1 0.0 0.3
C 1.313 0.590 0.520 -1.1 0.5 1.7
C -0.043 0.213 0.163 0.1 0.2 1.1
P -1.213 0.529 1.405 -0.2 -0.4 0.3
C -1.643 2.225 1.845 0.0 0.5 0.1
C -2.972 2.550 2.176 0.2 -0.1 0.0
C -3.289 3.827 2.637 0.2 0.0 0.0
C -2.288 4.794 2.763 0.1 -0.1 0.0
C -0.963 4.475 2.440 -0.3 -0.1 0.0
C -0.642 3.196 1.987 -0.1 0.0 0.0
C -2.780 -0.143 0.811 -0.1 -0.4 -0.2
C -3.427 -1.200 1.464 0.0 0.2 -0.2
C -4.633 -1.687 0.958 0.0 0.1 -0.2
C -5.188 -1.126 -0.196 0.2 0.0 0.2
C -4.541 -0.068 -0.846 0.1 0.0 0.1
C -3.333 0.421 -0.349 -0.2 -0.3 0.1
C -0.842 -0.305 2.964 0.1 0.0 0.5
C -1.007 0.366 4.183 0.0 -0.3 -0.1
C -0.724 -0.287 5.382 0.0 -0.2 -0.1
C -0.266 -1.608 5.368 -0.1 0.1 -0.1
C -0.096 -2.280 4.153 -0.1 0.2 -0.2
C -0.378 -1.631 2.948 -0.1 0.2 0.3
O 1.599 1.141 1.599 -0.6 -0.6 -1.4
H 5.624 0.823 -0.378 0.0 0.0 -0.1
H 4.744 -0.445 -1.226 0.0 0.1 0.1
H 4.541 1.272 -1.689 0.0 -0.1 0.0
H 3.783 0.100 1.044 -0.1 0.2 -0.1
H 3.547 1.788 0.511 0.0 -0.3 0.1
H -0.334 -0.643 -0.452 -0.1 0.7 0.6
H -3.759 1.802 2.076 0.2 0.2 0.1
H -4.322 4.055 2.902 0.3 0.0 -0.1
H -2.537 5.796 3.119 0.1 -0.3 -0.1
H -0.170 5.214 2.548 -0.2 -0.1 0.0
H 0.388 2.929 1.766 -0.2 0.1 0.1
H -2.992 -1.635 2.364 -0.2 0.1 -0.2
H -5.135 -2.503 1.477 0.1 0.2 -0.2
H -6.131 -1.509 -0.589 0.3 0.1 0.1
H -4.975 0.385 -1.737 0.1 -0.2 0.2
H -2.816 1.240 -0.853 -0.2 -0.2 0.1
H -1.356 1.400 4.190 0.1 -0.3 0.1
H -0.870 0.246 6.323 0.1 -0.2 -0.2
H -0.045 -2.117 6.307 -0.1 0.1 -0.3
H 0.249 -3.314 4.132 -0.1 0.3 0.1
H -0.241 -2.149 1.998 0.0 0.1 0.2
C 1.145 0.669 -4.220 0.2 0.5 -0.6
N 1.475 -0.412 -3.286 -1.4 0.0 2.5
C 2.099 -1.597 -3.819 0.7 -0.7 -0.7
C 1.367 -2.399 -4.706 0.1 0.3 0.3
C 2.010 -3.427 -5.397 0.0 0.2 0.3
C 3.379 -3.640 -5.210 0.0 0.1 -0.1
C 4.109 -2.833 -4.333 -0.3 0.0 0.2
C 3.465 -1.827 -3.604 -0.4 0.3 -0.1
C 1.014 -0.315 -2.042 1.5 -1.0 -4.6
H 1.546 0.414 -5.206 -0.1 0.1 0.3
H 0.058 0.798 -4.290 0.3 -0.1 0.0
H 1.596 1.606 -3.875 -0.1 -0.2 -0.1
H 0.301 -2.198 -4.842 0.4 -0.1 -0.1
H 1.433 -4.036 -6.089 0.2 0.1 0.2
H 3.887 -4.426 -5.771 -0.2 0.3 0.2
H 5.185 -2.963 -4.217 -0.3 -0.1 0.0
H 4.003 -1.182 -2.905 -0.1 -0.3 -0.4
H 1.072 -1.251 -1.484 0.0 0.7 0.1
H 0.440 0.596 -1.864 0.4 -0.6 0.5
```
Forces are in eV/Å.

Electronic energy in Eh: -1708.08069
Charge: +1
Relative energy (zero: lowest compared OMol25 entry of this formula, charge and spin) in kcal per mole: 18.8
Largest force on an atom in eV/A: 5.0

---

Entry from the Open Molecules 2025 dataset: a single C30H31NO6 molecule in a non-equilibrium geometry (the ωB97M-V functional and the def2-TZVPD basis).

```
68
Properties=species:S:1:pos:R:3:forces:R:3
C -5.000 0.082 -0.843 0.0 0.1 0.2
C -4.320 0.533 0.444 0.2 0.0 -0.3
C -2.823 0.740 0.237 -0.3 0.1 0.4
H -2.372 -0.193 -0.110 0.1 0.0 -0.1
H -2.667 1.488 -0.545 0.1 0.0 -0.1
C -2.111 1.177 1.527 0.0 0.0 -0.3
C -0.640 1.306 1.265 0.1 -0.3 0.2
C 0.173 0.241 1.460 -0.3 0.1 0.1
C 1.548 0.211 1.062 0.6 -0.2 0.1
C 2.426 -0.824 1.308 -0.6 0.4 0.3
C 3.761 -0.750 0.713 0.0 0.3 0.0
O 4.781 -1.210 1.166 0.0 0.1 -0.1
C 3.755 0.060 -0.611 0.9 -0.2 -0.2
C 3.301 1.473 -0.245 0.0 0.0 -0.2
O 3.925 2.481 -0.472 0.0 -0.2 0.0
C 1.972 1.416 0.375 -0.6 0.5 0.2
C 1.140 2.483 0.279 0.5 -0.4 -0.2
N -0.148 2.470 0.700 0.1 -0.3 -0.2
C -0.904 3.707 0.652 -0.2 0.5 0.4
C -0.817 4.450 1.970 -0.1 -0.1 -0.2
C -0.907 5.946 1.982 -0.1 0.1 0.0
C 0.399 5.274 2.271 0.1 -0.1 0.1
H 0.772 5.284 3.283 0.0 0.0 0.1
H 1.178 5.330 1.527 0.0 0.0 -0.1
H -1.436 6.421 2.793 0.0 0.0 0.1
H -1.021 6.455 1.037 0.0 0.0 -0.1
H -1.265 3.920 2.802 0.0 0.0 0.1
H -1.945 3.498 0.398 0.1 0.0 -0.1
H -0.484 4.330 -0.141 -0.1 -0.1 0.0
H 1.490 3.383 -0.204 0.0 0.1 0.0
C 5.085 0.000 -1.336 -0.4 0.0 0.1
H 5.035 0.588 -2.250 0.0 0.1 0.0
H 5.324 -1.034 -1.569 0.0 0.0 0.0
H 5.856 0.406 -0.687 0.1 0.0 0.0
O 2.656 -0.400 -1.428 0.2 0.3 -0.2
C 2.421 -1.718 -1.498 -0.1 -0.4 0.0
O 3.189 -2.566 -1.116 0.0 0.2 -0.1
C 1.085 -1.999 -2.068 -0.1 -0.1 0.0
C 0.762 -3.308 -2.410 0.2 0.3 0.1
C -0.495 -3.629 -2.882 -0.3 -0.1 -0.1
C -1.462 -2.633 -3.009 0.2 0.2 0.1
C -1.140 -1.317 -2.662 -0.2 -0.2 -0.1
C 0.117 -1.002 -2.200 0.1 -0.1 0.0
H 0.359 0.013 -1.928 0.0 0.1 0.0
H -1.903 -0.562 -2.768 -0.1 0.1 0.0
O -2.731 -2.831 -3.445 0.1 0.3 0.1
C -3.121 -4.128 -3.837 -0.1 -0.2 -0.1
H -4.157 -4.038 -4.158 0.1 -0.1 0.0
H -3.060 -4.834 -3.003 0.0 0.0 0.0
H -2.513 -4.494 -4.670 0.0 0.0 0.0
H -0.714 -4.652 -3.143 0.0 -0.1 0.0
H 1.516 -4.072 -2.295 0.1 -0.1 0.0
C 2.158 -1.972 2.139 0.7 -0.8 -0.2
C 2.863 -3.148 2.242 -0.3 0.7 -0.2
C 2.185 -3.938 3.194 -0.5 0.2 0.3
C 1.119 -3.201 3.607 0.3 -0.8 0.2
O 1.088 -2.011 2.976 0.0 0.4 0.0
H 0.337 -3.396 4.314 -0.1 0.1 0.1
H 2.454 -4.920 3.526 0.0 -0.2 0.1
H 3.745 -3.403 1.694 0.2 0.0 -0.1
H -0.246 -0.652 1.892 -0.1 0.0 0.0
H -2.549 2.102 1.902 0.0 0.0 0.1
H -2.262 0.410 2.287 0.1 0.1 0.0
H -4.476 -0.220 1.220 0.0 0.0 0.1
H -4.775 1.464 0.791 0.0 0.0 0.1
H -6.062 -0.081 -0.678 -0.1 0.0 -0.1
H -4.560 -0.845 -1.202 0.0 -0.1 -0.1
H -4.887 0.836 -1.620 0.0 0.1 -0.1
```
Forces are in eV/Å.

Electronic energy in Eh: -1667.94007
Charge: 0
Relative energy (zero: lowest compared OMol25 entry of this formula, charge and spin) in kcal per mole: 2.2
SMILES string: CCCCC1=CC2=C(c3ccco3)C(=O)[C@@](C)(OC(=O)c3ccc(OC)cc3)C(=O)C2=CN1CC1CC1
Largest force on an atom in eV/A: 1.1

---

| no. | E_HOMO (hartree) |
| --- | --- |
| 1 | -0.3796 |
| 2 | -0.3944 |
| 3 | -0.2457 |